{"formula": "C2H3ClN2O", "method": "the ωB97M-V functional and the def2-TZVPD basis", "symbols": ["Cl", "N", "C", "N", "C", "O", "H", "H", "H"], "positions_angstrom": [[-1.685, -1.101, -1.515], [-0.142, -1.221, -0.385], [-0.723, -0.359, 0.850], [-0.148, 0.729, 0.927], [0.846, 0.806, -0.146], [0.848, -0.470, -0.829], [-1.403, -1.027, 1.426], [0.495, 1.662, -0.649], [1.914, 0.981, 0.321]], "forces_ev_per_angstrom": [[0.6, 0.1, 0.3], [-2.2, 0.1, 1.7], [0.9, -3.2, -1.9], [0.6, -0.1, 0.5], [1.3, 0.0, 2.7], [0.6, 1.3, -0.2], [0.3, 1.4, -0.3], [0.2, 0.8, -1.8], [-2.1, -0.4, -1.1]], "homo_energy_ev": -9.89, "lumo_ha": 0.002, "relative_energy_kj_mol": 357.5, "e_tot_ev": -19668.8651, "smiles": "ClN1C=NCO1"}